Density functional theory data (ωB97M-V with the def2-TZVPD basis set) for a structure of composition C14H17Cl2LaN.

Structure (XYZ):
```
35
C14H17Cl2LaN (ωB97M-V with the def2-TZVPD basis set)
La -0.428 0.908 2.339
Cl 1.855 0.632 3.427
Cl -2.685 1.116 3.455
C -0.218 -1.760 -1.884
H -0.818 -1.064 -2.476
H -0.771 -2.220 -1.055
C 1.201 -1.337 -1.616
C 0.786 -2.515 -2.603
H 1.478 -0.388 -2.082
C 1.091 -3.921 -2.193
H 0.886 -2.273 -3.666
C 1.110 -4.093 -0.669
H 0.359 -4.613 -2.632
H 2.067 -4.222 -2.596
C 2.100 -3.143 -0.003
H 0.112 -3.933 -0.251
H 1.370 -5.125 -0.417
C 1.925 -1.654 -0.353
H 2.051 -3.264 1.085
H 3.116 -3.444 -0.286
H 1.463 -1.141 0.513
H 2.922 -1.197 -0.426
N -0.453 2.756 1.053
C -0.791 3.695 0.402
C -1.238 4.769 -0.352
C -0.450 5.938 -0.467
C -0.940 7.035 -1.172
C -2.199 6.972 -1.782
C -2.966 5.804 -1.706
C -2.492 4.700 -1.004
H 0.534 5.967 0.003
H -0.337 7.941 -1.243
H -2.579 7.836 -2.329
H -3.941 5.750 -2.194
H -3.076 3.778 -0.948
```

Its multiplicity is 1. As for the net charge: -1. The HOMO-LUMO gap (alpha / beta) is 3.089 / 3.090 eV. The total energy is -42189.7859 eV. Its HOMO energy (alpha / beta) is -0.80 / -0.80 eV.